(1)
ORCA calculation (ωB97M-V/def2-TZVPD) on a molecular structure, C39H59KN7O8P2S in a non-equilibrium geometry.

Structure (ORCA input):
```
! wB97M-V def2-TZVPD RIJCOSX def2/J DEFGRID3
* xyz -1 1
H -10.997 6.984 11.168
H -16.893 6.270 11.570
N -18.548 7.987 14.940
C -13.556 3.085 12.925
H -9.583 10.047 15.834
H -10.703 4.416 15.839
H -12.842 7.356 16.889
H -11.412 7.785 17.810
C -18.573 6.009 13.546
H -18.100 12.132 14.050
C -11.083 6.559 15.979
N -18.782 6.712 12.420
O -16.508 8.785 7.204
H -12.302 4.857 16.674
H -19.871 8.362 13.328
C -11.271 6.358 12.077
C -21.212 9.580 17.026
C -19.905 7.682 12.397
H -22.169 9.324 17.498
H -20.755 12.197 9.616
H -16.480 9.031 16.184
H -16.347 11.958 14.174
C -20.612 10.817 17.318
C -11.218 5.166 16.480
H -11.181 6.668 8.190
H -9.883 11.201 12.191
H -8.931 9.684 12.260
H -18.307 6.089 10.464
H -10.795 3.532 7.312
C -19.813 11.692 9.686
C -19.678 10.341 9.338
N -11.257 13.089 7.250
C -12.337 12.265 7.312
N -17.535 10.595 15.281
H -11.802 8.581 16.256
O -12.408 3.822 12.128
H -11.251 10.595 6.445
P -11.670 7.510 13.433
C -18.699 4.441 15.802
C -13.279 10.054 7.011
C -13.950 3.813 14.212
P -12.634 5.229 11.452
H -9.993 6.805 15.777
C -14.545 11.746 8.134
H -13.724 0.944 13.424
C -16.337 9.738 15.396
C -12.240 10.954 6.803
C -18.104 4.700 13.481
H -13.720 13.653 8.367
H -13.245 8.972 6.704
N -16.173 9.848 9.630
C -20.525 8.586 16.291
H -10.457 5.694 12.267
C -17.279 11.916 14.733
H -8.407 10.051 14.423
H -10.481 4.195 9.863
H -9.801 5.687 7.696
C -19.472 11.184 16.559
H -12.217 1.680 14.017
H -12.249 4.458 7.352
C -12.943 1.685 13.142
N -18.518 9.692 9.377
C -10.436 9.865 13.782
C -18.751 12.151 10.442
H -21.083 11.546 17.957
H -16.240 9.144 14.517
H -12.476 1.260 12.245
H -10.811 5.014 17.511
C -17.876 6.736 11.264
C -18.720 10.198 15.813
H -20.858 7.150 12.362
H -17.603 4.344 12.542
H -19.833 8.314 11.493
H -9.811 6.516 9.334
C -18.222 3.864 14.627
O -14.729 8.011 8.764
H -13.098 3.778 14.929
O -11.742 6.513 14.667
H -14.287 4.880 13.953
C -9.936 10.120 12.396
S -15.525 9.107 8.255
C -17.453 10.373 9.768
H -15.405 10.379 15.561
C -11.596 3.831 8.025
H -14.338 3.086 12.170
H -19.127 12.216 16.442
C -18.767 6.662 14.869
H -19.344 6.110 16.951
N -17.638 11.465 10.540
C -11.106 4.700 9.139
H -15.403 12.062 8.717
C -19.217 8.854 15.708
H -11.123 13.818 7.933
H -18.761 13.110 10.979
H -11.430 10.288 13.946
C -19.044 5.803 15.932
H -17.900 7.771 10.849
H -12.202 2.948 8.335
H -9.472 11.440 14.760
O -10.495 8.423 13.909
H -10.690 9.649 11.715
O -12.872 8.206 13.035
H -14.843 3.388 14.653
C -14.374 10.415 7.772
H -10.367 12.667 6.958
O -13.988 5.799 11.709
H -17.280 12.737 15.434
O -12.349 5.201 9.877
H -21.000 7.614 16.081
C -10.434 5.958 8.525
H -17.933 2.824 14.634
K -14.992 8.090 11.728
C -9.395 10.362 14.807
H -18.843 3.774 16.635
C -13.530 12.654 7.979
C -11.780 7.628 16.797
H -20.459 9.672 8.974
*
```

Results
orbital gap: 3.79 eV
lowest unoccupied orbital energy: 0.056 hartree
ΔE to the lowest compared entry with this formula, charge and spin: 51.30 kcal per mole
E: -4187.66976 Ha
M: 887.1 g mol⁻¹

***

(2)
ORCA calculation (ωB97M-V/def2-TZVPD) on 10 unconnected molecules or ions with the total composition C39H59N9O3 in a non-equilibrium geometry.

Structure (ORCA input):
```
! wB97M-V def2-TZVPD RIJCOSX def2/J DEFGRID3
* xyz 0 1
H -0.088 -1.534 -7.201
C 2.354 2.001 3.310
O -2.038 2.598 -3.199
C 5.035 -1.607 2.973
H -2.785 -6.276 -3.033
H 5.967 4.446 -0.894
H -1.081 -5.991 1.406
C 0.555 -0.670 -5.264
C 0.079 -1.479 -6.197
C -1.092 0.355 4.671
C -5.637 0.631 0.644
H -3.314 -0.854 -0.652
H 0.037 6.277 -0.098
H 5.302 1.824 -1.420
H 2.393 4.790 4.941
H 1.042 -0.961 -3.112
H -2.063 -1.644 -3.121
C -2.640 -5.425 -2.294
C -2.031 1.182 -3.118
C -1.340 0.707 3.352
H 1.429 -1.101 -0.566
H -6.190 1.644 0.340
H 5.656 -1.844 3.951
H -0.794 -3.294 -6.008
H 0.620 1.265 3.893
C 0.525 5.159 1.611
C -0.324 3.051 0.896
C 4.969 3.967 -0.724
H -1.118 4.435 -3.960
C 4.678 2.470 -1.063
N -4.917 -1.460 0.715
H -1.470 -3.568 1.601
C 3.439 2.369 -0.641
H 0.904 0.404 -5.574
H 3.597 5.607 0.292
H 6.334 -0.040 2.319
H -4.928 -2.532 0.576
N -2.678 -0.641 -1.451
H -0.408 -0.229 1.501
H -2.919 1.440 -0.850
O -2.909 -4.133 -2.646
H -2.948 -3.323 -0.877
C 0.125 -1.106 3.407
H -1.159 0.838 -2.999
H -2.213 0.661 -4.001
C -2.828 0.805 -1.899
C -4.295 0.440 1.259
C 4.317 -0.689 1.034
C 1.115 -4.224 -0.123
H -1.744 1.438 2.860
C 0.769 -0.281 -0.466
H 1.984 -3.996 -0.597
C -0.055 -0.880 4.651
C -2.510 -3.149 -1.639
C -0.759 -3.987 1.068
N 1.236 2.048 4.126
H 0.403 0.190 -1.365
N -0.455 -0.185 2.583
H -3.695 1.270 1.634
H 0.330 3.451 5.351
C 2.978 3.291 3.423
C 0.687 -1.435 -3.993
C 3.860 4.496 -0.221
H -3.810 -1.878 -2.663
C 2.199 4.005 4.491
H 4.044 3.538 2.977
H 2.591 1.353 2.599
H 1.577 -6.165 0.135
H -2.876 -1.241 1.645
C 1.186 3.185 4.810
O -0.460 -0.733 0.037
H 0.130 -1.460 5.501
H -1.315 0.849 5.557
N 0.136 -3.338 0.284
H 2.013 3.767 0.344
C -0.408 -5.316 1.095
H 2.801 1.522 -0.506
H -1.069 2.923 -5.088
H -0.724 1.940 0.696
H -1.076 3.844 -1.026
C -2.765 -1.859 -2.258
N -0.224 -2.660 -5.578
H -6.806 -1.103 -0.390
C 5.371 -0.631 1.998
C 0.156 -2.621 -4.177
H 0.836 -1.849 2.707
H 0.063 -2.224 0.097
H -3.487 -5.856 -1.703
N 0.414 3.709 1.937
N 2.870 3.510 -0.219
C 3.368 -1.581 1.402
C -0.631 3.955 -0.059
C 0.874 -5.445 0.257
C -1.006 3.233 -4.034
N 3.874 -2.142 2.540
H -3.899 0.938 -2.342
H 0.797 3.374 2.900
H -0.123 3.125 -3.583
H -1.805 -5.660 -1.858
H -1.360 -3.224 -1.682
H 4.160 -0.030 0.094
C 0.119 5.322 0.319
H 2.671 -2.043 0.953
H 1.203 0.418 0.311
H 1.219 5.708 2.184
H 3.473 -2.831 3.000
H -1.660 -0.565 -0.904
C -3.939 -0.871 1.279
C -5.985 -0.574 0.198
H -0.012 -3.329 -3.395
*
```

Results
orbital gap: 8.15 eV
lowest unoccupied orbital energy: 0.008 hartree
ΔE to the lowest compared entry with this formula, charge and spin: 64.62 kcal per mole
E: -2239.27445 Ha
M: 702.0 g mol⁻¹

***

(3)
ORCA calculation (ωB97M-V/def2-TZVPD) on a molecular structure, C39H59NO10P2SSeTa in a non-equilibrium geometry.

Structure (ORCA input):
```
! wB97M-V def2-TZVPD RIJCOSX def2/J DEFGRID3
* xyz 1 1
H -1.547 -4.944 -0.274
N 4.438 1.314 -4.448
O -1.314 0.956 -1.406
C 0.267 -1.385 2.276
C -5.428 0.471 3.391
H -0.484 -2.359 -2.841
H -5.986 3.097 3.942
C 0.402 -0.790 1.034
C -3.827 -0.457 -2.358
C -0.037 -3.506 3.681
C 0.007 -2.555 4.876
C -3.521 1.119 -0.438
C 0.299 4.656 -1.308
H 4.462 5.261 1.263
H -1.532 -4.743 4.650
H 0.265 -0.771 3.166
H -4.064 3.009 -2.332
O 1.652 0.878 -6.085
C 0.195 3.248 -1.724
C 1.103 -4.966 -1.225
H -6.109 0.146 -0.976
H 3.268 1.567 2.295
H 1.089 -5.260 3.020
C -3.619 1.495 2.005
H -6.191 0.766 -2.620
H -4.336 1.941 5.370
H 0.086 4.769 -0.245
C -4.215 1.312 0.754
H 3.998 2.236 -4.290
H -5.294 1.322 0.710
C -1.358 -4.468 -1.236
H 2.073 -4.032 3.817
H 4.660 -1.483 -4.512
C -5.745 0.933 -1.639
H -3.015 2.692 4.484
O 0.651 -0.865 -1.325
C -1.386 -4.238 3.693
H -0.806 -1.826 4.845
O 3.162 -1.403 -1.953
C 3.429 4.916 1.254
C 0.411 -1.515 -0.156
H 0.954 -2.014 4.932
C 3.401 0.249 -4.141
H -6.032 0.572 4.295
C 6.558 0.878 1.882
H 2.190 -1.409 -1.721
H 1.046 -5.595 -2.115
H -1.443 -4.993 2.908
H 3.108 4.638 2.258
H -2.760 2.010 -2.988
H -3.060 0.932 4.697
H -5.993 2.892 2.192
H 6.031 3.207 -0.535
C -2.128 1.111 -0.330
H 2.775 5.688 0.851
H 1.002 -5.067 4.771
H 1.199 -2.902 -2.923
H 7.338 0.244 2.283
P 3.618 0.056 -2.283
S 3.287 3.499 0.159
H 4.788 1.248 -5.402
Ta 0.556 1.110 -1.829
C -3.671 1.819 4.514
C -5.347 2.953 3.069
H -0.055 -4.537 1.210
H 7.837 1.767 0.408
H -6.111 1.894 -1.271
H -4.715 3.836 2.962
C -2.232 1.488 2.065
H -4.142 -1.262 -1.690
H 5.060 0.136 3.227
Se 0.393 1.120 0.916
O 5.031 0.380 -2.051
H -1.474 -5.225 -2.015
O -0.259 2.869 -2.802
H 2.110 -4.548 -1.168
C 5.846 2.549 0.304
C 0.049 -3.851 -1.314
C 6.840 1.737 0.829
C 3.725 -1.048 -4.867
H -4.324 -0.606 -3.319
C 4.274 1.621 1.894
C -1.510 1.295 0.898
H -2.753 -0.545 -2.517
H -0.090 -3.971 -3.442
C 5.278 0.817 2.415
H -4.853 -0.455 3.468
C 1.100 -4.526 3.827
C 0.090 -3.466 1.156
C 4.576 2.486 0.853
C 0.121 -2.763 2.357
H 5.199 1.186 -3.753
O 2.551 0.999 -1.641
H -1.712 1.620 3.003
P 1.799 1.044 -4.522
O 3.750 3.980 -1.177
C 0.176 -3.212 -2.702
H 2.929 -1.767 -4.678
H -2.124 -3.705 -1.388
H 0.957 -5.613 -0.360
H -0.339 5.297 -1.913
H -2.211 -3.538 3.547
H 3.786 -0.886 -5.945
H -6.111 0.373 2.547
C -4.221 0.910 -1.779
C -4.500 1.684 3.238
C 0.212 -2.902 -0.114
H 0.824 1.192 -6.471
C -3.823 2.030 -2.751
H 1.352 4.923 -1.466
H -0.099 -3.125 5.800
H -4.377 1.920 -3.685
O 1.984 2.435 -4.041
O 0.667 0.299 -3.766
*
```

Results
orbital gap: 7.63 eV
lowest unoccupied orbital energy: -0.108 hartree
ΔE to the lowest compared entry with this formula, charge and spin: 4.52 kcal per mole
E: -5868.19628 Ha
M: 1055.8 g mol⁻¹

***

(4)
ORCA calculation (ωB97M-V/def2-TZVPD) on a molecular structure, C39H60CrNO6PSe.

Structure (ORCA input):
```
! wB97M-V def2-TZVPD RIJCOSX def2/J DEFGRID3
* xyz 0 5
C -1.739 1.246 -3.541
C 1.037 1.396 5.052
C 1.138 1.875 -0.089
C -3.101 -1.929 -1.826
H -3.862 -3.602 -2.938
H -4.255 -1.216 -0.128
C -3.429 -2.621 -3.152
H 2.090 1.179 5.253
C 0.533 -1.086 4.840
H -6.127 -2.296 1.707
C -2.302 -0.010 -3.284
H 4.783 -0.427 1.762
C -2.671 -3.860 2.925
N 0.123 -1.327 3.589
H 5.004 3.113 -4.125
H 4.153 -2.904 -0.996
C -0.912 3.108 -5.043
H 1.750 -2.348 0.673
H 1.292 2.710 3.367
H -2.102 -3.641 2.017
H -3.497 0.899 -5.641
H -3.604 2.568 -5.075
H -1.200 -0.243 -5.810
H 4.572 0.739 -1.234
C -2.168 -2.876 -1.050
C -1.452 1.458 -1.155
H -2.631 -0.593 -4.133
H 0.207 0.100 6.560
H -1.875 -2.442 -0.094
H 0.060 -2.674 2.032
H 5.242 4.000 -0.486
O -2.148 -0.261 0.331
C 1.929 2.728 -0.853
H 4.106 5.157 -3.101
C 1.103 -3.514 3.698
Se -0.642 2.494 0.240
H 5.343 -1.944 1.038
C 3.513 -1.176 0.159
C 3.187 2.345 -1.282
C -1.324 1.971 -2.443
C 5.414 3.482 -1.432
C 1.270 -2.030 5.549
H -0.626 1.092 -6.813
H 0.764 2.261 5.660
H -0.634 2.046 2.370
H 1.296 -4.451 3.194
C -2.013 0.204 -0.895
C -1.594 1.741 -4.978
H -3.111 0.899 5.635
H -0.811 3.420 -6.085
H -2.161 -4.629 3.497
O -3.726 -0.572 4.336
C -2.452 -0.555 -2.019
H 4.319 -1.377 -1.871
H -2.537 -2.777 -3.763
C 4.889 -0.973 0.821
H -4.531 1.291 4.648
H 6.071 4.103 -2.049
C 0.880 1.721 3.581
H -5.122 -1.162 -1.674
C -3.550 0.819 4.643
H 3.235 5.140 -1.566
H 1.409 0.992 2.961
P -3.049 -1.282 3.068
C 1.558 -3.256 4.979
C 0.404 -2.516 3.050
C 4.365 2.499 -3.483
H -4.160 -2.063 -3.740
H -0.871 0.443 5.219
H 3.292 -3.003 1.263
H 4.870 1.544 -3.323
C -2.980 1.861 -5.627
H -2.905 1.316 3.921
H -0.867 2.946 -2.558
C 1.554 0.586 0.306
H -5.453 -2.852 3.264
H 1.519 3.693 -1.120
C -5.554 -2.006 2.583
H 3.433 2.298 -4.015
H 2.495 4.441 -3.015
H -1.491 3.873 -4.519
H 2.125 -3.997 5.530
C 4.086 3.219 -2.155
O 0.795 -0.208 1.033
H -2.675 -3.830 -0.872
C 3.689 -1.928 -1.171
H -1.263 -3.077 -1.631
C -0.742 0.747 -5.782
Cr -0.992 -0.322 1.890
H -2.892 2.211 -6.660
O -4.275 -1.576 2.103
H 5.941 2.551 -1.213
C 2.719 -2.085 1.096
C 2.854 0.190 -0.121
H -6.052 -1.188 3.100
C 0.159 0.217 5.477
H 5.584 -0.418 0.191
H -4.880 -2.712 -0.850
H 2.549 -1.603 2.060
O -2.779 -2.713 3.776
C 3.436 4.566 -2.473
H 2.720 -2.089 -1.649
H -3.661 -4.211 2.631
H 1.594 -1.793 6.553
O -0.521 1.691 3.270
C 3.599 1.073 -0.894
C -4.422 -1.739 -1.065
H 0.250 0.644 -5.337
H 0.089 3.076 -4.604
*
```

Results
⟨S²⟩: 6.0134
orbital gap (alpha / beta): 7.29 / 7.30 eV
lowest unoccupied orbital energy (alpha / beta): 0.014 / 0.010 hartree
E: -5815.66403 Ha
M: 800.8 g mol⁻¹